(1)
Here is a molecular structure, C34H34Cl2FeN13O2SbSe4 from the Open Molecules 2025 dataset. Energies are from ωB97M-V/def2-TZVPD.

Structure (XYZ):
```
91
Properties=species:S:1:pos:R:3
Fe -0.68 -1.02 0.38
N -0.32 -2.59 4.07
C -1.28 -2.03 3.33
N -0.85 -0.91 2.79
C 0.45 -0.87 3.21
N 0.80 -1.86 4.00
C 1.40 0.05 2.60
C 2.54 0.52 3.23
N 3.38 1.37 2.64
C 3.06 1.73 1.40
C 1.94 1.24 0.74
N 1.11 0.40 1.34
H -0.32 -3.61 4.29
H -2.24 -2.50 3.17
H 2.78 0.20 4.24
H 3.72 2.43 0.90
H 1.70 1.50 -0.28
C -2.61 -2.33 -3.14
N -2.57 -3.65 -2.47
C -1.44 -4.48 -2.98
C -2.41 -3.49 -0.98
C -3.35 -2.51 -0.35
C -4.72 -2.79 -0.36
C -5.61 -1.93 0.27
C -5.10 -0.82 0.93
C -3.74 -0.58 0.94
C -2.80 -1.39 0.28
H -2.59 -2.47 -4.22
H -1.73 -1.77 -2.82
H -3.51 -1.80 -2.83
H -3.44 -4.14 -2.65
H -0.52 -3.91 -2.83
H -1.60 -4.68 -4.04
H -1.38 -5.39 -2.38
H -1.38 -3.18 -0.84
H -2.49 -4.50 -0.56
H -5.09 -3.70 -0.82
H -6.67 -2.15 0.27
H -5.78 -0.15 1.46
H -3.39 0.30 1.49
Cl -0.90 0.33 -4.79
C 0.61 -0.23 -3.99
Cl 0.90 -1.94 -4.32
C 0.52 0.12 -2.47
O 1.04 1.23 -2.22
O -0.06 -0.69 -1.74
H 1.42 0.33 -4.45
C -1.02 2.56 2.15
C -1.50 2.38 0.75
N -1.43 1.28 0.04
C -2.04 1.55 -1.17
C -2.46 2.84 -1.20
N -2.11 3.37 0.03
C -2.16 4.76 0.37
N -0.83 5.32 0.55
N -0.65 6.29 1.46
N 0.58 6.67 1.44
C 1.24 5.93 0.49
C 2.59 5.93 0.11
C 2.97 5.04 -0.86
C 2.05 4.13 -1.43
C 0.72 4.11 -1.07
C 0.34 5.04 -0.10
H -1.04 1.59 2.64
H -1.67 3.25 2.69
H 0.00 2.95 2.18
H -2.13 0.79 -1.92
H -2.95 3.42 -1.95
H -2.70 4.95 1.30
H -2.68 5.28 -0.44
H 3.29 6.62 0.57
H 4.00 5.00 -1.18
H 2.38 3.40 -2.15
H 0.06 3.37 -1.50
N 6.31 -2.11 3.18
C 5.81 -1.81 2.19
C 5.21 -1.37 0.96
C 5.97 -0.64 0.05
C 5.37 -0.19 -1.10
C 4.02 -0.46 -1.29
N 3.29 -1.17 -0.43
C 3.87 -1.64 0.66
H 7.01 -0.43 0.27
H 5.92 0.38 -1.84
H 3.49 -0.08 -2.16
H 3.25 -2.25 1.31
Se -1.07 -5.59 3.56
Sb 0.13 -5.60 1.39
Se 0.67 -3.16 0.70
Se 2.36 -6.52 1.50
Se -1.28 -6.86 -0.20
```

Values from the calculation:
Net charge: -2
Multiplicity: 5
E_HOMO (alpha / beta): -1.24 / -1.24 eV
Gap between HOMO and LUMO (alpha / beta): 4.58 / 4.58 eV

---

(2)
Here is 2 unconnected molecules or ions with the total composition C2H6ClN3 in a non-equilibrium geometry from the Open Molecules 2025 dataset. Energies are from ωB97M-V/def2-TZVPD.

Structure (XYZ):
```
12
Properties=species:S:1:pos:R:3
C -0.72 -0.66 -0.10
C -0.63 1.61 0.54
N 0.00 -1.42 0.62
N -1.84 -1.15 -0.69
N -0.35 0.67 -0.29
Cl 3.78 0.02 -0.17
H 4.71 0.57 -0.80
H -1.33 1.45 1.22
H -0.07 2.52 0.46
H 0.58 -0.93 1.29
H -1.87 -2.08 -0.77
H -2.25 -0.61 -1.32
```

Values from the calculation:
Net charge: 0
E_HOMO: -9.03 eV
Gap between HOMO and LUMO: 9.93 eV
SMILES: [H]/N=C(/N)N=C.Cl

---

(3)
Here is a molecular structure, C33H31MnN8O2S from the Open Molecules 2025 dataset. Energies are from ωB97M-V/def2-TZVPD.

Structure (XYZ):
```
76
Properties=species:S:1:pos:R:3
Mn -0.60 0.74 0.54
N -2.42 -1.81 3.48
C -1.62 -0.91 2.95
N -1.91 -0.19 1.89
C -3.14 -0.42 1.25
N -3.46 0.31 0.24
N -2.47 1.27 0.08
C -2.83 2.49 0.14
C -1.75 3.43 0.38
C -1.90 4.80 0.37
C -0.80 5.59 0.63
C 0.42 4.98 0.88
C 0.49 3.59 0.88
N -0.58 2.81 0.67
C -4.02 -1.45 1.75
C -5.24 -1.76 1.14
C -6.05 -2.73 1.69
C -5.67 -3.41 2.85
C -4.47 -3.12 3.47
C -3.65 -2.14 2.91
H -2.12 -2.29 4.32
H -0.65 -0.78 3.42
H -3.87 2.78 0.14
H -2.87 5.24 0.14
H -0.88 6.67 0.63
H 1.31 5.56 1.07
H 1.42 3.09 1.06
H -5.55 -1.21 0.26
H -7.00 -2.97 1.22
H -6.32 -4.16 3.27
H -4.17 -3.64 4.37
C -0.24 -3.56 -2.72
N -1.21 -3.11 -1.72
C -2.48 -3.86 -1.58
C -0.99 -2.07 -0.99
N -0.82 -1.13 -0.33
H -0.66 -3.46 -3.72
H 0.01 -4.61 -2.53
H 0.67 -2.97 -2.64
H -2.92 -3.99 -2.57
H -3.16 -3.29 -0.96
H -2.28 -4.83 -1.13
O -0.70 4.37 -2.61
S -1.32 3.13 -2.97
N -0.75 1.88 -2.32
C 2.17 0.97 2.52
O 0.78 0.77 2.18
H 2.44 0.32 3.34
H 2.35 2.01 2.80
H 2.76 0.72 1.64
H 0.23 1.16 2.88
C 0.11 1.37 -1.51
C 1.09 0.85 -0.95
C 2.41 0.38 -1.13
C 3.11 0.88 -2.29
C 4.00 0.02 -2.96
C 4.63 0.43 -4.12
C 4.41 1.72 -4.60
C 3.55 2.59 -3.94
C 2.88 2.17 -2.81
C 3.07 -0.52 -0.22
C 2.36 -1.50 0.50
C 3.03 -2.35 1.35
C 4.40 -2.21 1.54
C 5.11 -1.22 0.88
C 4.46 -0.39 -0.01
H 4.15 -0.99 -2.60
H 5.29 -0.24 -4.65
H 4.92 2.05 -5.50
H 3.41 3.59 -4.31
H 2.24 2.86 -2.28
H 1.29 -1.60 0.34
H 2.49 -3.14 1.87
H 4.92 -2.87 2.23
H 6.17 -1.10 1.05
H 5.00 0.40 -0.52
```

Values from the calculation:
Net charge: +3
Multiplicity: 2
E_HOMO (alpha / beta): -16.07 / -16.05 eV
Gap between HOMO and LUMO (alpha / beta): 6.11 / 6.09 eV

---

Listing energy for the structures above in their given order: -386634.9458, -19162.6295, -92867.6320 eV.
Listing energy above the lowest of the compared OMol25 structures with the same formula, charge and spin for the structures above in their given order: 9.2, 104.8, 0.0 kJ/mol.